<w>
Computed, not measured: one molecule with the formula C5H9NO2, with ωB97M-V/def2-TZVPD.

The geometry in XYZ format:
```
17
Properties=species:S:1:pos:R:3:mulliken_charge:R:1
C 0.942 0.106 -0.245 0.297
C 1.259 1.386 -0.865 0.055
C -0.096 -0.728 -0.977 -0.752
C -0.907 -1.390 0.134 -0.486
C -1.047 -0.179 1.096 -0.575
H 0.911 0.271 1.700 0.272
H 1.797 -0.525 -0.038 0.460
H -0.712 -0.015 -1.539 0.290
H 0.458 -1.370 -1.676 0.354
H -0.259 -2.165 0.691 0.253
H -1.892 -1.855 -0.251 0.326
H -1.878 0.372 0.678 0.253
H -1.251 -0.446 2.141 0.359
H 0.055 2.018 0.395 0.474
N 0.240 0.544 0.997 -0.496
O 1.992 1.564 -1.783 -0.535
O 0.386 2.413 -0.458 -0.549
```

As for the spin multiplicity: 1. The SMILES is O=C(O)[C@@H]1CCCN1. Its total charge is 0. As for the HOMO energy: -9.8 eV. The HOMO-LUMO gap is 10.45 eV.



<x>
Computed, not measured: a 2-piece molecular cluster, C5H9NO2 overall, with ωB97M-V/def2-TZVPD.

The geometry in XYZ format:
```
17
Properties=species:S:1:pos:R:3:mulliken_charge:R:1
C 1.604 1.734 0.399 -0.657
C -2.032 -1.235 -0.683 -0.839
N -0.872 -0.700 -0.028 -0.267
C 0.110 -1.266 0.427 0.671
C -0.365 1.404 -0.950 0.333
C 1.030 -1.827 1.153 -1.050
O 0.990 1.173 -0.737 -0.355
O -0.876 1.316 -2.024 -0.493
H -0.830 1.923 -0.085 0.311
H 2.660 1.958 0.220 0.260
H 1.113 2.649 0.744 0.334
H 1.603 1.021 1.230 0.268
H -2.105 -2.320 -0.597 0.384
H -2.915 -0.766 -0.250 0.267
H -1.976 -0.958 -1.745 0.286
H 1.987 -2.098 0.720 0.267
H 0.874 -2.008 2.205 0.278
```

As for the spin multiplicity: 1. The SMILES is C=C=NC.COC=O. Its total charge is 0. As for the HOMO energy: -9.0 eV. The HOMO-LUMO gap is 9.85 eV.



Computed energies relative to the best structure, in eV: <w> 0.000; <x> 2.031



<w>
Computed, not measured: C5H9NO2 as an isolated structure, with ωB97M-V/def2-TZVPD.

The geometry in XYZ format:
```
17
Properties=species:S:1:pos:R:3:mulliken_charge:R:1
C 0.640 1.434 0.171 -0.678
C -1.912 -1.238 0.472 -1.155
C 2.252 -0.568 -0.193 -1.332
C -1.304 0.092 0.191 0.804
C 1.021 0.198 -0.582 1.202
O -2.150 0.930 -0.416 -0.438
N -0.229 0.484 0.873 -0.527
O 0.311 -0.163 -1.583 -0.694
H -1.704 1.752 -0.666 0.331
H 1.411 1.829 0.831 0.308
H 0.169 2.209 -0.439 0.207
H -2.555 -1.542 -0.355 0.342
H -2.520 -1.157 1.377 0.307
H -1.123 -1.972 0.634 0.290
H 2.186 -1.600 -0.542 0.325
H 3.123 -0.109 -0.667 0.348
H 2.382 -0.577 0.891 0.361
```

As for the spin multiplicity: 1. Its total charge is 0. As for the HOMO energy: -8.8 eV. The HOMO-LUMO gap is 9.42 eV.



<x>
Computed, not measured: one molecule with the formula C5H9NO2, with ωB97M-V/def2-TZVPD.

The geometry in XYZ format:
```
17
Properties=species:S:1:pos:R:3:mulliken_charge:R:1
C 0.533 -0.554 -0.269 0.608
C -2.505 0.169 -0.248 -0.745
C -0.323 0.265 0.657 0.134
C 2.672 -0.209 -1.168 -0.294
C 0.008 1.301 1.430 -0.909
O -1.641 -0.302 0.782 -0.355
O 0.978 -1.721 0.391 -0.534
N 1.623 0.399 -0.758 -0.453
H 0.350 -1.883 1.116 0.360
H -0.029 -0.857 -1.156 0.173
H -2.351 1.224 -0.503 0.345
H -2.387 -0.444 -1.148 0.277
H -3.539 0.071 0.100 0.260
H 2.798 -1.306 -1.169 0.238
H 3.523 0.374 -1.551 0.273
H 1.011 1.716 1.403 0.323
H -0.720 1.755 2.092 0.300
```

As for the spin multiplicity: 1. The SMILES is C=N[C@@H](O)C(=C)OC. Its total charge is 0. As for the HOMO energy: -9.7 eV. The HOMO-LUMO gap is 10.62 eV.



Computed energies relative to the best structure, in eV: <w> 0.000; <x> 0.574



<w>
Computed, not measured: C5H9NO2 as an isolated structure, with ωB97M-V/def2-TZVPD.

The geometry in XYZ format:
```
17
Properties=species:S:1:pos:R:3:mulliken_charge:R:1
C -1.951 -0.696 -0.314 -0.893
C 1.065 -1.534 0.496 -1.309
C -0.365 1.120 -0.060 0.057
C 1.001 1.003 -0.017 0.272
C 1.079 -0.377 -0.462 0.266
O -1.216 2.064 0.361 -0.535
O 2.011 1.911 0.038 -0.563
N -0.740 0.006 -0.702 -0.251
H -0.755 2.639 0.985 0.334
H 1.796 2.671 -0.521 0.338
H 1.666 -0.571 -1.367 0.344
H -1.715 -1.721 -0.013 0.306
H -2.497 -0.229 0.514 0.297
H -2.624 -0.770 -1.173 0.296
H 0.865 -2.473 -0.029 0.331
H 2.049 -1.627 0.970 0.336
H 0.329 -1.414 1.293 0.374
```

As for the spin multiplicity: 1. Its total charge is 0. As for the HOMO energy: -7.1 eV. The HOMO-LUMO gap is 7.71 eV.



<x>
Computed, not measured: one molecule with the formula C5H9NO2, with ωB97M-V/def2-TZVPD.

The geometry in XYZ format:
```
17
Properties=species:S:1:pos:R:3:mulliken_charge:R:1
C 1.227 0.167 0.389 0.145
C 0.641 1.324 -0.454 -0.619
C -1.303 0.377 0.536 0.329
C -1.706 -0.597 -0.531 -0.755
C -0.076 -0.610 0.821 -0.280
H 2.983 -0.418 -0.496 0.353
H 1.634 0.583 1.344 0.379
H 0.523 1.129 -1.543 0.285
H 1.204 2.337 -0.226 0.254
H -1.860 0.619 1.502 0.365
H -2.579 -1.267 -0.389 0.249
H -1.926 -0.187 -1.537 0.278
H 0.412 -1.476 -0.685 0.319
H 0.006 -1.283 1.751 0.311
N -0.503 -1.526 -0.261 -0.586
O 2.030 -0.706 -0.214 -0.606
O -0.706 1.533 -0.007 -0.422
```

As for the spin multiplicity: 1. The SMILES is O[C@H]1CO[C@H]2CN[C@H]21. Its total charge is 0. As for the HOMO energy: -8.8 eV. The HOMO-LUMO gap is 9.27 eV.



<y>
Computed, not measured: C5H9NO2 as an isolated structure, with ωB97M-V/def2-TZVPD.

The geometry in XYZ format:
```
17
Properties=species:S:1:pos:R:3:mulliken_charge:R:1
C -0.384 -0.028 -1.346 -0.981
C -0.507 -1.087 1.060 -1.595
C 1.740 -0.201 0.088 -1.413
N -0.969 1.641 -0.512 -0.411
C -1.162 1.684 0.706 0.668
C 0.377 -0.776 -0.285 1.659
O -1.204 1.905 1.841 -0.368
O 0.312 -1.686 -1.257 -0.732
H -1.215 2.382 -1.154 0.226
H -1.387 -0.366 -1.591 0.387
H 0.207 0.427 -2.136 0.369
H -0.338 -0.417 1.899 0.376
H -1.571 -1.196 0.851 0.383
H -0.130 -2.077 1.306 0.432
H 2.219 -0.855 0.816 0.351
H 2.367 -0.151 -0.803 0.398
H 1.645 0.801 0.517 0.253
```

As for the spin multiplicity: 1. Its total charge is 0. As for the HOMO energy: -8.6 eV. The HOMO-LUMO gap is 8.72 eV.



Computed energies relative to the best structure, in eV: <w> 0.000; <x> 0.136; <y> 0.241



<w>
Computed, not measured: one molecule with the formula C5H9NO2, with ωB97M-V/def2-TZVPD.

The geometry in XYZ format:
```
17
Properties=species:S:1:pos:R:3:mulliken_charge:R:1
C -0.104 0.128 -0.715 0.161
C -1.360 -0.165 0.070 0.316
C 0.893 -1.057 -0.706 -0.733
C 2.162 -0.477 -0.044 -0.575
C 1.599 0.679 0.792 -0.611
H 0.921 1.862 -0.743 0.303
H -0.394 0.413 -1.702 0.437
H 0.488 -1.868 -0.070 0.341
H 1.067 -1.415 -1.690 0.331
H 2.698 -1.199 0.552 0.344
H 2.867 -0.104 -0.799 0.268
H 2.341 1.442 1.061 0.374
H 1.168 0.310 1.739 0.266
H -3.170 0.270 0.217 0.350
N 0.536 1.266 -0.028 -0.520
O -1.427 -0.871 1.065 -0.584
O -2.432 0.468 -0.409 -0.465
```

As for the spin multiplicity: 1. The SMILES is O=C(O)[C@@H]1CCCN1. Its total charge is 0. As for the HOMO energy: -9.3 eV. The HOMO-LUMO gap is 10.18 eV.



<x>
Computed, not measured: C5H9NO2 as an isolated structure, with ωB97M-V/def2-TZVPD.

The geometry in XYZ format:
```
17
Properties=species:S:1:pos:R:3:mulliken_charge:R:1
C -0.670 0.289 -2.034 -0.990
C 0.359 -0.243 -1.090 0.868
C -0.585 -1.178 0.236 -0.203
N 1.373 -0.962 -1.246 -0.693
O -1.719 -1.513 0.051 -0.468
H 2.296 -0.547 -1.221 0.275
H 0.173 -1.812 0.753 0.369
H -1.027 -0.546 -2.638 0.320
H -1.513 0.726 -1.508 0.285
H -0.197 1.033 -2.675 0.314
C 0.414 0.467 2.203 -1.231
C -0.117 0.788 0.842 0.233
O 0.698 1.208 -0.070 -0.552
H -1.176 1.067 0.767 0.411
H 0.733 1.402 2.675 0.366
H -0.338 -0.007 2.834 0.341
H 1.296 -0.172 2.121 0.357
```

As for the spin multiplicity: 1. Its total charge is 0. As for the HOMO energy (spin up / spin down): -8.3 / -8.3 eV. The HOMO-LUMO gap (spin up / spin down) is 7.71 / 7.71 eV.



<y>
Computed, not measured: one molecule with the formula C5H9NO2, with ωB97M-V/def2-TZVPD.

The geometry in XYZ format:
```
17
Properties=species:S:1:pos:R:3:mulliken_charge:R:1
C 1.690 0.353 -1.117 -0.537
C 0.600 0.411 0.021 0.036
C -0.712 -1.077 1.285 -0.583
C -1.373 0.294 0.992 0.335
C -0.815 0.521 -0.537 -0.312
H 1.453 -1.544 -1.732 0.314
H 1.335 1.339 -1.694 0.262
H 2.654 0.427 -0.664 0.338
H 1.003 1.183 0.872 0.121
H -0.745 -1.354 2.259 0.409
H -1.214 -2.034 0.854 0.222
H -0.777 0.867 1.751 0.234
H -2.274 1.727 0.111 0.324
H -1.055 -0.420 -1.226 0.192
N -2.219 0.698 0.083 -0.454
O 1.721 -0.672 -2.078 -0.483
O 0.726 -0.720 0.819 -0.419
```

As for the spin multiplicity: 1. The SMILES is OC[C@@H]1OC[C@@H]2N[C@H]21. Its total charge is 0. As for the HOMO energy: -8.7 eV. The HOMO-LUMO gap is 9.56 eV.



Computed energies relative to the best structure, in eV: <w> 0.000; <x> 4.912; <y> 7.222